#1
Molecular formula: C4H10N2OS
Method: DFT, the ωB97M-V functional and the def2-TZVPD basis

- E_LUMO (eV) = 0.37
- structure (SMILES) = [NH3+]/C=C(\[O-])NCCS
- molecular weight (Da) = 134.204
- orbital gap (eV) = 7.503

Each line ends with the Mulliken charge.
Element x y z (Å)
N  0.4673  -1.3439  -2.3746  -0.27
C  0.1269  -0.9133  -1.0144  -0.95
C  0.9459  0.1640  -0.6587  0.65
O  1.7501  0.5915  -1.5385  -0.82
N  0.9971  0.6700  0.6114  -0.07
C  0.1638  0.2010  1.7073  -0.77
C  -1.0927  1.0547  1.9248  -0.54
S  -1.9819  1.5927  0.4437  -0.20
H  0.0192  -2.1881  -2.7217  0.34
H  0.2095  -0.6632  -3.1035  0.31
H  1.4805  -1.3738  -2.4654  0.34
H  -0.7349  -1.4482  -0.6407  0.30
H  1.7784  1.2676  0.8349  0.25
H  -0.0969  -0.8155  1.5010  0.35
H  0.8329  0.2796  2.5648  0.35
H  -0.8040  1.9757  2.4265  0.31
H  -1.8256  0.5675  2.5692  0.36
H  -2.2355  0.3817  -0.0660  0.08

***

#2
Molecular formula: C4H10N2OS
Method: DFT, the ωB97M-V functional and the def2-TZVPD basis

- E_LUMO (eV) = 0.69
- structure (SMILES) = NC[C@H](N)CSC=O
- molecular weight (Da) = 134.204
- orbital gap (eV) = 9.721

Each line ends with the Mulliken charge.
Element x y z (Å)
N  0.9019  2.5515  0.3849  -0.58
C  0.1150  1.3931  0.8030  -1.04
C  0.6076  -0.0004  0.2542  0.33
N  0.7627  -0.0235  -1.1415  -0.55
C  -0.2873  -1.0939  0.9053  -1.15
S  -2.1058  -1.1423  0.3554  -0.07
C  -1.8229  -2.0660  -1.1827  0.04
O  -2.6563  -2.2308  -2.0266  -0.44
H  1.8704  2.5198  0.9524  0.32
H  1.1453  2.3913  -0.6459  0.30
H  -0.0463  1.2060  1.8862  0.33
H  -0.8907  1.4030  0.4696  0.41
H  1.6510  -0.2240  0.6011  0.34
H  -0.0784  0.2242  -1.5865  0.20
H  1.6252  0.4202  -1.4751  0.27
H  0.1526  -1.9791  0.6340  0.45
H  -0.1056  -0.8799  1.9935  0.47
H  -0.8384  -2.4693  -1.1814  0.36

***

#3
Molecular formula: C4H10N2OS
Method: DFT, the ωB97M-V functional and the def2-TZVPD basis

- E_LUMO (eV) = -2.62
- molecular weight (Da) = 134.204
- orbital gap (eV) = 5.807

Each line ends with the Mulliken charge.
Element x y z (Å)
N  0.2508  0.0837  2.1051  -0.58
C  -0.3442  -0.2092  0.8133  0.04
C  -1.2832  0.8298  0.3557  -0.63
S  -0.1539  2.2015  -0.1369  -0.24
C  0.1457  -1.3861  0.1784  0.52
N  -0.1939  -1.7109  -1.1981  -0.31
C  -0.1546  -0.5645  -2.1033  -0.75
O  1.0541  -2.1024  0.6199  -0.64
H  0.9127  0.8353  1.9188  0.31
H  0.8469  -0.7287  2.2742  0.34
H  2.7759  1.8031  -0.2490  -0.21
H  -1.7131  1.2358  1.2867  0.37
H  -2.1550  0.4827  -0.1968  0.45
H  3.4446  2.0144  -0.0029  0.17
H  0.4921  -2.4707  -1.2396  0.32
H  -1.1505  -0.1076  -2.1671  0.26
H  0.5755  0.2125  -1.8123  0.23
H  -0.0156  -0.8834  -3.1473  0.34

***

Tell me which of them is the most stable. Sure, it is #2.

***

#1
Molecular formula: C4H10N2OS
Method: DFT, the ωB97M-V functional and the def2-TZVPD basis

- E_LUMO (eV) = -3.16
- molecular weight (Da) = 134.204
- orbital gap (eV) = 4.920

Each line ends with the Mulliken charge.
Element x y z (Å)
O  0.5356  2.1665  -1.3945  -0.47
C  0.5915  1.1196  -0.4358  0.37
N  -0.4145  1.2551  0.5388  -0.38
C  -0.7004  0.0458  1.3347  -0.49
C  -1.2219  -1.1353  0.5459  -0.45
S  -2.7217  -2.4305  2.8149  -0.12
C  1.4781  0.0424  -0.6590  -0.40
N  1.9564  0.1572  -2.0658  -0.69
H  -1.2821  1.5780  0.1328  0.34
H  0.1479  -0.1408  1.9881  0.33
H  -1.5086  0.4069  1.9743  0.41
H  -1.9722  -0.8799  -0.1923  0.33
H  -1.8693  -1.7797  1.1752  -0.25
H  -0.4552  -1.7987  0.1891  0.35
H  2.3491  -0.2441  -0.0819  0.28
H  0.0269  1.2026  -1.5755  0.38
H  2.5691  -0.5824  -2.3871  0.23
H  2.4912  1.0173  -1.9018  0.24

***

#2
Molecular formula: C4H10N2OS
Method: DFT, the ωB97M-V functional and the def2-TZVPD basis

- E_LUMO (eV) = 0.83
- structure (SMILES) = C/C=C(/C)[S@@](=N)(N)=O
- molecular weight (Da) = 134.204
- orbital gap (eV) = 10.130

Each line ends with the Mulliken charge.
Element x y z (Å)
C  1.3248  1.4896  -0.2215  -1.13
C  1.2013  -0.0117  0.0768  -0.30
C  0.0998  -0.6896  0.3956  0.58
C  0.0999  -2.1554  0.6897  -1.29
S  -1.5843  0.1872  0.2600  0.89
N  -1.4093  1.4057  1.0668  -0.58
N  -1.7835  0.6083  -1.4094  -0.41
O  -2.6305  -0.8145  0.4291  -0.66
H  0.3946  1.9295  0.0732  0.33
H  2.0092  1.8190  0.6170  0.32
H  1.6853  1.6971  -1.1753  0.35
H  2.1610  -0.6526  0.0326  0.26
H  0.8126  -2.6228  -0.0366  0.32
H  -0.9296  -2.5347  0.6324  0.36
H  0.4973  -2.4822  1.6334  0.30
H  -2.2615  1.9640  1.2344  0.24
H  -0.9240  0.3841  -1.9162  0.22
H  -2.6031  0.6103  -1.9371  0.21

***

Tell me which of them is the most stable. Sure, it is #2.

***

#1
Molecular formula: C4H10N2OS
Method: DFT, the ωB97M-V functional and the def2-TZVPD basis

- E_LUMO (eV) = 0.66
- structure (SMILES) = NC(=O)NCCCS
- molecular weight (Da) = 134.204
- orbital gap (eV) = 9.838

Each line ends with the Mulliken charge.
Element x y z (Å)
N  1.8516  -1.5255  1.8732  -0.40
C  2.3251  -0.8659  0.7146  0.53
O  3.4877  -0.4563  0.7031  -0.65
N  1.5705  -0.4350  -0.3930  -0.19
C  0.1783  -0.5131  -0.4085  -0.44
C  -0.5956  0.7211  -1.0676  -0.49
C  -1.8948  1.1078  -0.3378  -0.89
S  -3.1773  2.5054  -0.7999  -0.21
H  2.5187  -1.4867  2.5678  0.23
H  1.0034  -2.1210  1.9390  0.21
H  2.0410  0.2604  -1.0741  0.28
H  -0.0342  -1.4882  -1.0503  0.18
H  -0.0970  -0.8361  0.6244  0.27
H  0.1550  1.6181  -1.1466  0.34
H  -0.7709  0.5527  -2.0838  0.38
H  -2.5369  0.1661  -0.5345  0.29
H  -1.8785  1.0848  0.7472  0.45
H  -4.1461  1.7114  -0.2732  0.13

***

#2
Molecular formula: C4H10N2OS
Method: DFT, the ωB97M-V functional and the def2-TZVPD basis

- E_LUMO (eV) = 0.63
- structure (SMILES) = CCN(OC)C(N)=S
- molecular weight (Da) = 134.204
- orbital gap (eV) = 8.028

Each line ends with the Mulliken charge.
Element x y z (Å)
C  1.8683  -0.8032  0.5941  -1.05
C  1.0475  0.5051  0.2805  -0.40
N  -0.4119  0.2943  -0.1316  0.15
O  -0.6712  -0.3377  -1.4077  -0.24
C  -0.7719  -1.9047  -1.0633  -0.41
C  -1.2590  1.3186  -0.0074  0.27
N  -1.1240  2.3090  0.8781  -0.52
S  -2.2901  1.5404  -1.2200  -0.45
H  3.0597  -0.8965  0.5909  0.29
H  1.5676  -1.3949  1.5151  0.34
H  1.5073  -1.6329  -0.0578  0.19
H  1.3057  0.6906  -0.7777  0.28
H  1.1760  1.3266  1.0011  0.39
H  0.0456  -2.3178  -0.3538  0.22
H  -1.8363  -1.9494  -0.3982  0.22
H  -0.7324  -2.2931  -2.1317  0.23
H  -0.7541  2.3446  2.0058  0.27
H  -1.7268  3.2011  0.6837  0.23

***

Tell me which of them is the most stable. Sure, it is #1.